(1)
Molecular formula: C21H36Cl3FeN2O4Si
Method: DFT, ωB97M-V/def2-TZVPD

```
! RIJCOSX wB97M-V def2-TZVPD def2/J DEFGRID3
* xyz -1 5
C -1.0977 1.2800 3.7648
C -2.1185 1.7743 2.7876
H -0.4412 2.1024 4.0800
H -0.4749 0.4986 3.3122
H -1.5616 0.8708 4.6783
C -2.7821 2.9248 2.9778
C -2.5608 3.8482 4.1237
H -3.5262 3.2523 2.2634
H -1.5082 4.1519 4.2013
H -2.8492 3.3932 5.0793
H -3.1436 4.7651 3.9912
Fe 0.8539 -1.0791 -0.8867
Cl 3.6028 -4.4913 0.6211
Cl 0.1534 -1.7352 1.1081
C 0.6716 -3.3998 -2.4357
O 1.1658 -2.2248 -2.4071
N 0.1941 -3.9172 -3.5588
C 0.3699 -3.1849 -4.8145
C -0.7463 -5.0249 -3.4970
H 0.6235 -4.0148 -1.5197
H 1.4301 -2.9661 -4.9745
H -0.2063 -2.2476 -4.8268
H 0.0120 -3.8272 -5.6179
H -0.3735 -5.7657 -2.7819
H -0.8244 -5.4611 -4.4929
H -1.7441 -4.6892 -3.1776
H 5.8806 -0.7664 2.7483
H 3.6606 1.2251 1.6163
C 6.2628 -0.2781 1.8379
C 4.5231 1.2503 0.9371
N 5.1994 -0.0327 0.8744
H 7.0322 -0.9168 1.3869
C 4.6617 -1.0490 0.1631
O 3.5589 -1.0238 -0.4056
H 4.1967 1.5440 -0.0635
H 5.2991 -1.9524 0.1236
H 6.7111 0.6785 2.1171
H 5.2290 1.9879 1.3230
O -0.9712 1.2548 0.8286
C -2.2086 0.9958 1.4714
C -3.3698 2.6486 -0.0084
C -3.3807 1.3807 0.5852
H -2.5339 3.3167 0.2276
C -4.3995 3.0195 -0.8802
H -2.2481 -0.0809 1.6941
C -4.4085 0.4653 0.2988
H -4.3674 4.0004 -1.3630
C -5.4569 2.1360 -1.1248
C -5.4539 0.8612 -0.5430
H -4.3579 -0.5401 0.7433
H -6.2780 2.4400 -1.7814
H -6.2735 0.1612 -0.7519
Si -0.3912 0.8396 -0.6910
Cl 3.4075 -2.8925 3.0707
C -0.6972 2.2464 -1.9082
C -1.5193 -0.4908 -1.5317
C 1.4886 1.0506 -0.3869
H -1.7634 2.4556 -2.0551
H -0.2657 1.9215 -2.8652
H -0.1974 3.1659 -1.5804
H 1.5003 2.1517 -0.2695
H 2.2101 0.8682 -1.2029
H 1.8567 0.6521 0.5656
H -2.5290 -0.0419 -1.5262
H -1.6331 -1.4608 -1.0156
H -1.2600 -0.6549 -2.5913
O 5.6876 -3.6577 2.0039
C 4.4798 -3.7116 1.9313
*
```

For the strongest force on any atom, the calculation gives 3.57 eV/A. Its relative energy (zero: lowest compared OMol25 entry of this formula, charge and spin) is 0.8 kcal/mol. The value obtained for the orbital gap (spin up / spin down) is 0.092 / 0.209 Ha.



(2)
Molecular formula: C22H24N2O2
Method: DFT, ωB97M-V/def2-TZVPD

```
! RIJCOSX wB97M-V def2-TZVPD def2/J DEFGRID3
* xyz 0 1
O -0.4219 1.1196 3.3426
C 0.9527 1.2514 3.6808
C 1.5335 2.7000 3.4162
O 0.8884 3.5943 4.2205
C 1.3807 3.2929 1.9125
N 0.0045 3.2932 1.4445
C -0.5066 2.3533 0.5819
C 0.3580 1.4678 -0.1106
C -0.1074 0.3398 -0.6543
C 0.8130 -0.6829 -1.0937
C 0.8861 -0.7131 -2.6180
C 1.8446 -1.8329 -2.9455
C 1.5757 -3.2050 -2.4467
C 2.0692 -4.2959 -3.1045
C 1.9375 -5.5886 -2.4572
C 1.0730 -5.6912 -1.3148
C 0.5447 -4.5313 -0.7209
C 0.8370 -3.3105 -1.2640
C 0.3162 -2.0656 -0.6215
N -1.4131 0.1960 -0.9232
C -2.3250 1.1280 -0.4658
C -3.6439 0.9821 -0.6668
C -4.6911 1.7767 -0.1838
C -4.1520 2.8593 0.5766
C -2.8476 3.1393 0.7754
C -1.8906 2.2345 0.2854
H -0.5283 1.2903 2.3331
H 1.0505 1.0647 4.7821
H 1.5291 0.4457 3.1351
H 2.6081 2.8244 3.5913
H -0.0238 3.3991 4.1428
H 1.7691 4.3186 1.7457
H 2.0694 2.6616 1.3390
H -0.4790 4.1666 1.6433
H 1.4106 1.5163 -0.1786
H 1.7805 -0.5978 -0.7247
H -0.1031 -0.7953 -3.0979
H 1.3254 0.1922 -2.9546
H 1.7973 -1.9101 -4.1180
H 2.8429 -1.5171 -2.5317
H 2.4272 -4.1677 -4.0981
H 2.3723 -6.5107 -2.8676
H 0.8066 -6.6379 -0.8197
H -0.1468 -4.5211 0.0355
H 0.3291 -2.1991 0.5090
H -0.6934 -2.1540 -1.0207
H -4.0262 0.2201 -1.3377
H -5.7114 1.4230 -0.4728
H -4.8258 3.5194 1.0694
H -2.5958 4.1578 1.2510
*
```

For the strongest force on any atom, the calculation gives 5.59 eV/A. Its relative energy (zero: lowest compared OMol25 entry of this formula, charge and spin) is 99.0 kcal/mol. The value obtained for the orbital gap is 0.298 Ha. The structure (SMILES) is OC[C@H](O)CNc1cc([C@@H]2CCc3ccccc3C2)nc2ccccc12.



(3)
Molecular formula: C5H9NO
Method: DFT, ωB97M-V/def2-TZVPD

```
! RIJCOSX wB97M-V def2-TZVPD def2/J DEFGRID3
* xyz 0 1
C -2.1774 0.0007 0.7491
C -0.9324 -0.4134 0.9047
C -0.0892 -1.1960 -0.0372
C 1.3679 -0.6626 -0.1186
C 1.5069 0.7948 -0.5305
N 0.4424 1.5041 -0.9950
O 2.6007 1.3032 -0.4805
H -2.6827 0.4848 1.5755
H -2.7411 -0.2318 -0.1459
H -0.4163 -0.0609 1.8016
H -0.4853 -1.0437 -1.0501
H -0.1442 -2.2731 0.1011
H 1.9660 -1.1980 -0.8472
H 1.7445 -0.7663 0.8838
H -0.5292 1.2600 -0.9291
H 0.5695 2.4981 -0.8817
*
```

For the strongest force on any atom, the calculation gives 2.13 eV/A. Its relative energy (zero: lowest compared OMol25 entry of this formula, charge and spin) is 23.4 kcal/mol. The value obtained for the orbital gap is 0.390 Ha. The structure (SMILES) is C=CCCC(N)=O.



(4)
Molecular formula: C19H33N3OS
Method: DFT, ωB97M-V/def2-TZVPD

```
! RIJCOSX wB97M-V def2-TZVPD def2/J DEFGRID3
* xyz 0 1
C -6.6001 -1.4082 0.1984
C -5.8155 -0.1033 0.3091
C -6.7706 1.0687 0.5255
C -4.9558 0.1129 -0.9434
C -3.7526 1.0269 -0.6871
N -2.7321 0.3099 0.0697
C -2.1130 1.0630 1.1462
C -1.0308 2.0356 0.6674
N -0.0278 1.2764 -0.0520
C 1.1715 2.0331 -0.3750
C 2.3950 1.1891 -0.2571
N 3.4009 1.4953 0.4772
C 4.3914 0.5664 0.4251
C 4.1439 -0.4996 -0.3844
S 2.5825 -0.3303 -1.1190
C 5.0613 -1.6512 -0.5955
C 6.4620 -1.2713 -0.1083
C 6.3915 -0.6196 1.2719
C 5.6609 0.7208 1.1964
C -0.6344 0.6586 -1.2138
C -1.7275 -0.3318 -0.7785
C -1.0985 -1.5516 -0.0921
C -2.1391 -2.6196 0.2515
O -3.0381 -2.2140 1.2471
H -5.9217 -2.2563 0.1495
H -7.2446 -1.5394 1.0643
H -7.2218 -1.4050 -0.6950
H -5.1517 -0.1770 1.1766
H -6.2304 2.0106 0.5882
H -7.3301 0.9377 1.4488
H -7.4801 1.1361 -0.2973
H -4.5845 -0.8508 -1.2964
H -5.5726 0.5410 -1.7364
H -3.3661 1.3949 -1.6476
H -4.0769 1.8978 -0.1141
H -1.6525 0.3503 1.8346
H -2.8903 1.6041 1.6897
H -1.4829 2.8222 0.0330
H -0.5656 2.5123 1.5325
H 1.2921 2.8509 0.3392
H 1.1181 2.4705 -1.3878
H 5.0838 -1.9324 -1.6511
H 4.6933 -2.5174 -0.0348
H 7.0892 -2.1635 -0.0728
H 6.9121 -0.5690 -0.8131
H 7.3980 -0.4674 1.6652
H 5.8596 -1.2855 1.9548
H 5.4334 1.1015 2.1934
H 6.2892 1.4652 0.6975
H -1.0721 1.4262 -1.8831
H 0.1292 0.1208 -1.7772
H -2.2436 -0.6857 -1.6791
H -0.3627 -1.9849 -0.7710
H -0.5769 -1.2402 0.8117
H -2.6860 -2.8966 -0.6660
H -1.6424 -3.5170 0.6320
H -3.3237 -1.3164 1.0016
*
```

For the strongest force on any atom, the calculation gives 0.92 eV/A. Its relative energy (zero: lowest compared OMol25 entry of this formula, charge and spin) is 0.4 kcal/mol. The value obtained for the orbital gap is 0.332 Ha. The structure (SMILES) is CC(C)CCN1CCN(Cc2nc3c(s2)CCCC3)C[C@H]1CCO.



(5)
Molecular formula: C42H35N2O2ReS6Se2Te2
Method: DFT, ωB97M-V/def2-TZVPD

```
! RIJCOSX wB97M-V def2-TZVPD def2/J DEFGRID3
* xyz -1 2
Re -0.2779 -0.2186 -0.7624
O -0.6596 1.5634 -0.0641
C -1.7358 2.4338 0.2271
C -3.1046 1.7182 0.5833
C -2.9888 0.3354 1.1843
C -3.9177 -0.6609 0.8766
C -3.6372 -1.9608 1.2596
C -2.4609 -2.2420 1.9396
C -1.6179 -1.1854 2.2580
C -0.2706 -1.3269 2.9025
C 0.8921 -1.5674 1.8593
O 0.5532 -1.0613 0.6084
C 2.1182 -0.8264 2.4102
C 2.7365 0.1845 1.6932
C 3.8761 0.8148 2.1758
C 4.4043 0.4337 3.3975
C 3.7764 -0.5605 4.1367
C 2.6427 -1.1869 3.6492
C 1.3008 -3.0384 1.6744
C 0.6645 -4.1257 2.2545
C 1.1033 -5.4189 1.9968
C 2.1792 -5.6433 1.1566
C 2.8128 -4.5629 0.5581
C 2.3752 -3.2785 0.8214
N -1.8977 0.0659 1.8908
C -2.0472 3.3531 -0.9641
C -1.7362 3.0076 -2.2695
C -2.1311 3.7941 -3.3425
C -2.8178 4.9745 -3.1077
C -3.1089 5.3522 -1.8052
C -2.7400 4.5429 -0.7421
C -1.2115 3.2627 1.4073
C -1.5822 3.0299 2.7260
C -1.0260 3.7740 3.7580
C -0.0814 4.7513 3.4899
C 0.3121 4.9740 2.1784
C -0.2447 4.2317 1.1499
H -3.7003 1.6411 -0.3284
H -3.6547 2.3706 1.2665
H -4.7938 -0.4296 0.2854
H -4.3040 -2.7634 0.9711
H -2.1986 -3.2607 2.1922
H -0.2730 -2.1214 3.6467
H -0.0485 -0.3858 3.4030
H 2.3271 0.4936 0.7393
H 4.3446 1.6027 1.6001
H 5.3066 0.9033 3.7681
H 4.1665 -0.8464 5.1059
H 2.1573 -1.9693 4.2219
H -0.1814 -3.9923 2.9150
H 0.5848 -6.2528 2.4549
H 2.5259 -6.6516 0.9682
H 3.6439 -4.7191 -0.1176
H 2.8780 -2.4433 0.3492
H -1.1557 2.1255 -2.4835
H -1.8987 3.4617 -4.3464
H -3.1270 5.5963 -3.9391
H -3.6287 6.2832 -1.6132
H -2.9761 4.8421 0.2723
H -2.3018 2.2617 2.9652
H -1.3374 3.5879 4.7788
H 0.3538 5.3266 4.2975
H 1.0529 5.7324 1.9566
H 0.0660 4.4080 0.1276
Se 1.0205 0.2428 -2.5937
Te 0.0700 -0.0502 -4.8109
Te -4.0462 0.1545 -3.3820
Se -2.0256 -0.4434 -2.0607
C 3.0484 3.0642 -4.0044
S 3.8087 1.4510 -4.3378
C 4.4112 0.9752 -2.7652
C 4.0583 -0.1581 -2.1166
S 2.7652 -1.2673 -2.4948
S 5.0116 -0.5822 -0.7093
C 6.0817 0.7847 -0.7383
S 7.2713 1.0116 0.3630
S 5.7393 1.8748 -2.0394
H 2.7596 3.4530 -4.9782
H 3.7647 3.7279 -3.5262
H 2.1578 2.9284 -3.3920
S 0.0993 -3.2923 -1.6351
C -1.3443 -3.8187 -2.3398
N -1.7173 -3.3314 -3.5532
C -2.8889 -3.6198 -4.1518
C -3.7688 -4.4794 -3.5579
C -3.4163 -5.0529 -2.3268
C -2.2223 -4.7370 -1.7289
H -1.0973 -2.6515 -4.0055
H -3.0803 -3.1277 -5.0919
H -4.7165 -4.6924 -4.0277
H -4.0979 -5.7378 -1.8372
H -1.9255 -5.1602 -0.7810
*
```

For the strongest force on any atom, the calculation gives 3.03 eV/A. Its relative energy (zero: lowest compared OMol25 entry of this formula, charge and spin) is 99.3 kcal/mol. The value obtained for the orbital gap (spin up / spin down) is 0.188 / 0.204 Ha.



(6)
Molecular formula: C30H34F5Ge2N2SSiZn
Method: DFT, ωB97M-V/def2-TZVPD

```
! RIJCOSX wB97M-V def2-TZVPD def2/J DEFGRID3
* xyz 0 2
Zn 1.0596 -0.5176 0.6317
C 4.1721 0.2788 -1.5386
C 3.7881 1.1511 -0.3820
C 4.4956 2.2922 -0.0465
C 4.0417 3.0586 1.0253
C 2.9377 2.6783 1.7546
C 2.2763 1.4904 1.3918
N 2.7090 0.7884 0.3119
N 1.2131 0.9037 1.9918
Si 0.3624 1.4796 3.3915
C 1.5399 1.8554 4.8083
C -0.6195 3.0421 2.9989
C -0.7609 0.0939 3.9521
H 5.2422 0.3356 -1.7326
H 3.6496 0.6004 -2.4418
H 3.9002 -0.7583 -1.3427
H 5.3726 2.5769 -0.6099
H 4.5692 3.9658 1.2945
H 2.5895 3.2686 2.5890
H 2.0592 2.8089 4.7075
H 2.2927 1.0704 4.9040
H 0.9763 1.8918 5.7441
H -0.1428 3.5947 2.1851
H -0.6790 3.7069 3.8630
H -1.6420 2.8188 2.6880
H -0.1639 -0.7812 4.2204
H -1.4836 -0.2170 3.1990
H -1.3176 0.3963 4.8425
C -1.5929 -0.6701 -4.6860
Ge -0.6847 -1.6054 -3.2120
C 1.1476 -2.0354 -3.7504
C -1.6152 -3.2610 -2.7291
Ge -0.7464 -0.1203 -1.2903
C 0.0147 1.6440 -1.6385
C -0.3748 2.7729 -0.9160
C 0.2474 3.9940 -1.1238
C 1.2690 4.1068 -2.0571
C 1.6610 2.9948 -2.7894
C 1.0406 1.7737 -2.5756
C -2.5234 0.0822 -0.5139
C -3.6595 -0.3164 -1.2165
C -4.9270 -0.1320 -0.6809
C -5.0749 0.4483 0.5705
C -3.9520 0.8452 1.2840
C -2.6900 0.6612 0.7421
H -1.3333 -1.1415 -5.6349
H -1.2866 0.3752 -4.7250
H -2.6758 -0.7059 -4.5690
H 1.1178 -2.8363 -4.4911
H 1.7260 -2.3759 -2.8933
H 1.6485 -1.1789 -4.2022
H -1.8988 -3.8094 -3.6283
H -2.5137 -3.0671 -2.1438
H -0.9504 -3.8912 -2.1364
H -1.1676 2.7004 -0.1811
H -0.0641 4.8603 -0.5536
H 1.7583 5.0594 -2.2142
H 2.4551 3.0786 -3.5211
H 1.3655 0.9086 -3.1448
H -3.5659 -0.7745 -2.1952
H -5.7993 -0.4443 -1.2406
H -6.0626 0.5872 0.9902
H -4.0603 1.2917 2.2648
H -1.8186 0.9677 1.3080
F -2.4752 -6.2784 2.2682
C -1.5566 -5.4441 1.7838
C -0.4185 -5.9362 1.1666
F -0.2438 -7.2523 1.0559
C 0.5280 -5.0626 0.6634
F 1.6032 -5.5819 0.0668
C 0.3860 -3.6792 0.7518
S 1.6116 -2.6365 0.0516
C -0.7659 -3.2250 1.3821
F -0.9749 -1.9032 1.5257
C -1.7286 -4.0762 1.8919
F -2.8162 -3.5845 2.4856
*
```

For the strongest force on any atom, the calculation gives 0.34 eV/A. Its relative energy (zero: lowest compared OMol25 entry of this formula, charge and spin) is 2.9 kcal/mol. The value obtained for the orbital gap (spin up / spin down) is 0.288 / 0.221 Ha.



(7)
Molecular formula: C35H32IrN8O2S3
Method: DFT, ωB97M-V/def2-TZVPD

```
! RIJCOSX wB97M-V def2-TZVPD def2/J DEFGRID3
* xyz 2 6
Ir 0.6632 0.4927 0.8981
N 2.1002 -3.4354 0.2143
C 1.7083 -3.7943 -1.0737
C 2.5467 -4.5613 -1.8716
C 2.1406 -4.8993 -3.1467
C 0.9008 -4.4749 -3.6447
C 0.0656 -3.7061 -2.8695
C 0.4681 -3.3656 -1.5727
S -0.5743 -2.4349 -0.5716
N 0.4068 -1.8661 0.6240
C 1.5479 -2.4272 0.9068
C 2.2974 -1.8709 2.0603
C 2.9876 -2.6850 2.9368
C 3.6636 -2.0951 3.9953
C 3.6290 -0.7192 4.1170
C 2.9046 0.0211 3.1967
N 2.2358 -0.5375 2.1898
H 3.0096 -3.7588 0.5143
H 3.5070 -4.8894 -1.4901
H 2.7941 -5.4970 -3.7688
H 0.5945 -4.7534 -4.6446
H -0.8904 -3.3675 -3.2526
H 2.9728 -3.7627 2.8200
H 4.2059 -2.7056 4.7047
H 4.1647 -0.2137 4.9095
H 2.8641 1.1012 3.2537
S 0.1897 1.8625 3.0820
C -0.7638 2.8240 1.9667
C -1.7742 3.7047 2.3162
C -2.4102 4.3935 1.2953
C -1.9955 4.2083 -0.0160
C -0.9818 3.3052 -0.2748
N -0.3889 2.6086 0.6982
H -2.0505 3.8280 3.3541
H -3.2265 5.0684 1.5201
H -2.4579 4.7417 -0.8341
H -0.6348 3.1321 -1.2865
C 1.0925 1.9726 7.5288
N 0.3923 1.4424 6.3564
C -0.3391 0.3385 6.2118
S -0.8150 -0.1649 4.6191
N -0.7507 -0.4281 7.2175
C -0.6699 -0.2350 8.6688
H 1.9396 2.5526 7.1718
H 1.4722 1.1705 8.1514
H 0.4612 2.6305 8.1239
H 0.4705 1.9870 5.5097
H -1.2447 -1.2528 6.9167
H -0.7104 0.8151 8.9282
H 0.2285 -0.6861 9.0874
H -1.5353 -0.7185 9.1139
O 1.9162 -0.0776 -1.1967
C 0.8497 0.1600 -1.7966
N 0.6119 0.2082 -3.1164
C -0.7918 0.5377 -3.3834
C -1.3420 0.6020 -1.9233
O -2.4847 0.8301 -1.6182
N -0.2836 0.3828 -1.0730
C -1.4564 -0.5604 -4.2069
C -0.9619 -0.8055 -5.4874
C -1.4917 -1.8243 -6.2640
C -2.5363 -2.6026 -5.7735
C -3.0435 -2.3532 -4.5076
C -2.5032 -1.3368 -3.7214
C -0.9657 1.9266 -3.9939
C 0.0911 2.8254 -4.0716
C -0.1093 4.0981 -4.5976
C -1.3672 4.4778 -5.0353
C -2.4268 3.5830 -4.9483
C -2.2286 2.3139 -4.4289
H 1.3162 0.0876 -3.8247
H -0.1637 -0.1854 -5.8847
H -1.0993 -2.0046 -7.2571
H -2.9613 -3.3890 -6.3852
H -3.8680 -2.9450 -4.1280
H -2.9239 -1.1346 -2.7440
H 1.0797 2.5387 -3.7327
H 0.7222 4.7881 -4.6674
H -1.5219 5.4686 -5.4435
H -3.4106 3.8761 -5.2911
H -3.0574 1.6193 -4.3585
*
```

For the strongest force on any atom, the calculation gives 1.17 eV/A. Its relative energy (zero: lowest compared OMol25 entry of this formula, charge and spin) is 25.8 kcal/mol. The value obtained for the orbital gap (spin up / spin down) is 0.245 / 0.178 Ha.



(8)
Molecular formula: C6H15N3O9
Method: DFT, ωB97M-V/def2-TZVPD

```
! RIJCOSX wB97M-V def2-TZVPD def2/J DEFGRID3
* xyz -1 2
C 1.2075 -5.7687 -1.5144
N 2.2738 -5.0505 -2.3199
O 2.2229 -4.9477 -3.5377
O 3.3241 -4.6371 -1.7561
H 1.1063 -5.1652 -0.6124
H 1.4592 -6.8117 -1.3219
H 0.3483 -5.6258 -2.1697
C 0.7673 -2.4082 0.2407
N -0.1625 -1.3813 0.7144
O -0.3356 -1.2235 1.9269
O -0.9074 -0.8431 -0.1693
H 0.1665 -3.3070 0.1015
H 1.5583 -2.4962 0.9855
H 1.0923 -2.1153 -0.7576
C -3.0578 1.3982 3.4527
N -2.2638 0.4923 4.3869
O -1.1639 0.1199 4.1236
O -2.8199 0.2399 5.4345
H -4.1026 1.2970 3.7461
H -2.7178 1.1160 2.4562
H -2.8198 2.4524 3.5942
C -1.4679 2.3142 -0.8107
O -0.2482 2.5999 -1.4901
C 0.3993 3.7946 -1.3482
O -0.0090 4.7017 -0.6173
O 1.5284 3.7852 -2.1194
C 2.2965 4.9905 -2.1290
H -1.3161 2.6575 0.2126
H -1.6376 1.2375 -0.8220
H -2.2706 2.8733 -1.2916
H 3.2605 4.5889 -2.4413
H 2.3167 5.5197 -1.1763
H 1.9727 5.6027 -2.9707
*
```

For the strongest force on any atom, the calculation gives 4.39 eV/A. The value obtained for the orbital gap (spin up / spin down) is 0.110 / 0.235 Ha.



(9)
Molecular formula: C4H7NO
Method: DFT, ωB97M-V/def2-TZVPD

```
! RIJCOSX wB97M-V def2-TZVPD def2/J DEFGRID3
* xyz 0 1
C -1.0925 0.3947 -1.5293
C -0.8397 0.0777 -0.1045
N -0.4983 -1.1250 0.1639
C 0.8909 -0.8824 0.5264
C 0.8768 0.4531 1.2594
O -0.2043 1.0977 0.5542
H -1.6861 -0.3643 -2.0351
H -0.0171 0.2410 -1.8103
H -1.3552 1.4215 -1.7708
H 1.4141 -1.7276 0.9688
H 1.3250 -0.6504 -0.4915
H 1.7744 1.0473 1.0853
H 0.6623 0.3930 2.3314
*
```

For the strongest force on any atom, the calculation gives 1.00 eV/A. Its relative energy (zero: lowest compared OMol25 entry of this formula, charge and spin) is 59.0 kcal/mol. The value obtained for the orbital gap is 0.368 Ha. The structure (SMILES) is CC1=NCCO1.